(i)
Entry from OMol25: one molecule with the formula C3H8OS2 (ωB97M-V/def2-TZVPD).

- SMILES = OCCCSS
- HOMO energy (eV) = -8.988
- LUMO level (eV) = 0.52
- Kohn-Sham gap (eV) = 9.510

Each line ends with the Löwdin charge.
Cartesian coordinates (Å):
O  -1.73  -1.09  0.76  -0.102
C  -1.17  -0.28  -0.31  -0.257
C  0.29  -0.60  -0.60  -0.273
C  1.10  0.64  -0.86  -0.544
S  1.50  1.66  0.62  0.425
S  0.89  0.68  2.31  0.343
H  -1.07  -1.73  1.01  0.064
H  -1.29  0.73  0.07  0.098
H  -1.80  -0.49  -1.17  0.116
H  0.46  -1.28  -1.43  0.116
H  0.66  -1.09  0.30  0.067
H  0.55  1.32  -1.50  0.065
H  2.02  0.57  -1.44  0.065
H  -0.42  0.95  2.24  -0.183



(ii)
Entry from OMol25: a 2-piece molecular cluster, C3H8OS2 overall (ωB97M-V/def2-TZVPD).

- SMILES = CC=O.CSS
- HOMO energy (eV) = -9.368
- LUMO level (eV) = 0.23
- Kohn-Sham gap (eV) = 9.603

Each line ends with the Löwdin charge.
Cartesian coordinates (Å):
C  -1.76  1.31  -0.87  -0.082
C  -2.45  0.95  0.36  -0.344
O  -3.65  1.16  0.56  0.020
H  -2.07  2.30  -1.06  0.075
H  -2.37  0.73  -1.71  0.156
H  -0.73  1.29  -1.04  0.031
H  -1.80  0.48  1.19  0.126
C  2.58  0.51  -0.84  -0.497
S  1.95  -0.33  0.64  0.357
S  0.46  -1.67  -0.02  0.306
H  1.74  0.44  -1.52  -0.007
H  3.46  0.08  -1.45  0.076
H  2.76  1.53  -0.69  -0.002
H  -0.57  -0.72  -0.17  -0.216



The most stable of them is (i).



(i)
Entry from OMol25: a 2-piece molecular cluster, C3H5O2 overall (ωB97M-V/def2-TZVPD).

- multiplicity = 3
- net charge = +1
- HOMO energy (spin up / spin down) (eV) = -13.604 / -18.946
- LUMO level (spin up / spin down) (eV) = -6.33 / -8.22
- <S²> = 2.01
- Kohn-Sham gap (spin up / spin down) (eV) = 7.277 / 10.723

Each line ends with the Löwdin charge.
Cartesian coordinates (Å):
C  1.47  -0.41  1.31  0.124
C  -0.75  -0.23  0.70  -0.172
C  -0.72  0.47  -1.62  0.226
O  -1.80  0.00  1.21  0.319
O  0.32  -0.88  0.92  0.100
H  2.32  -1.01  1.12  0.100
H  1.43  0.63  1.53  0.107
H  -1.86  0.40  -1.44  0.086
H  -0.31  -0.38  -2.12  0.031
H  -0.11  1.42  -1.60  0.077



(ii)
Entry from OMol25: an isolated ion of composition C3H5O2 and charge +1 (ωB97M-V/def2-TZVPD).

- multiplicity = 3
- net charge = +1
- HOMO energy (spin up / spin down) (eV) = -14.402 / -18.597
- LUMO level (spin up / spin down) (eV) = -5.96 / -8.86
- <S²> = 2.02
- Kohn-Sham gap (spin up / spin down) (eV) = 8.437 / 9.741

Each line ends with the Löwdin charge.
Cartesian coordinates (Å):
C  1.96  0.49  0.33  0.154
C  -0.16  -0.34  -0.09  -0.226
C  -1.59  -0.14  -0.03  0.030
O  0.47  -1.45  -0.80  0.267
O  0.66  0.56  0.41  0.111
H  2.45  1.42  0.67  0.135
H  2.56  -0.11  -0.24  0.093
H  -2.14  -0.33  0.93  0.138
H  -2.18  -0.90  -0.73  0.164
H  -2.02  0.80  -0.45  0.135



The most stable of them is (ii).



(i)
Entry from OMol25: one molecule with the formula C7H8O2 (ωB97M-V/def2-TZVPD).

- SMILES = O=C1OC2(CC2)[C@H]2C[C@@H]12
- HOMO energy (eV) = -9.584
- LUMO level (eV) = 0.87
- Kohn-Sham gap (eV) = 10.450

Each line ends with the Löwdin charge.
Cartesian coordinates (Å):
O  -2.28  -0.90  -1.91  0.127
C  -1.32  -0.77  -1.22  -0.436
O  -0.65  0.41  -1.21  0.000
C  0.50  0.50  -0.09  -0.265
C  1.72  1.11  -0.87  -0.063
C  0.97  1.92  0.21  -0.089
C  0.29  -0.89  0.69  -0.073
C  -1.19  -0.95  1.28  -0.038
C  -0.86  -1.59  0.02  -0.186
H  1.30  1.14  -2.02  0.176
H  2.64  0.88  -0.39  0.080
H  0.25  2.81  -0.10  0.146
H  1.46  1.95  1.21  0.109
H  1.16  -1.32  1.29  0.159
H  -1.26  -1.52  2.08  0.051
H  -1.88  -0.10  1.01  0.151
H  -0.85  -2.69  0.04  0.151



(ii)
Entry from OMol25: C7H8O2 as an isolated structure (ωB97M-V/def2-TZVPD).

- HOMO energy (eV) = -9.585
- LUMO level (eV) = 0.98
- Kohn-Sham gap (eV) = 10.562

Each line ends with the Löwdin charge.
Cartesian coordinates (Å):
C  -2.07  0.27  0.09  -0.063
C  -0.16  -0.88  -0.57  -0.263
C  0.19  -0.60  0.84  -0.145
C  -0.69  0.59  0.50  -0.230
C  0.12  0.56  -0.80  -0.130
C  1.59  0.60  -0.47  -0.161
C  1.57  -0.24  0.72  -0.263
H  -2.66  -0.06  0.97  0.128
H  -2.60  1.03  -0.71  0.180
H  0.38  -1.62  -1.34  0.219
H  -0.12  -1.44  1.73  0.225
H  -0.67  1.38  1.11  0.112
H  -0.19  0.98  -1.73  0.149
H  2.25  1.41  -0.84  0.167
H  2.60  -0.17  1.44  0.223
O  -1.63  -1.08  -0.53  -0.114
O  2.08  -0.72  -0.44  -0.032



(iii)
Entry from OMol25: one molecule with the formula C7H8O2 (ωB97M-V/def2-TZVPD).

- SMILES = C=C1OC[C@H]2C[C@@]12C=O
- HOMO energy (eV) = -8.863
- LUMO level (eV) = 0.76
- Kohn-Sham gap (eV) = 9.624

Each line ends with the Löwdin charge.
Cartesian coordinates (Å):
C  0.52  2.28  0.16  0.077
C  0.49  0.97  0.06  -0.322
O  1.72  0.31  -0.11  -0.062
C  1.51  -1.11  -0.55  -0.075
C  0.03  -1.39  -0.34  -0.144
C  -0.47  -1.18  1.02  -0.016
C  -0.57  -0.02  0.05  -0.255
C  -1.91  0.55  -0.37  -0.151
O  -2.97  -0.06  -0.30  0.045
H  1.47  2.80  0.12  0.073
H  -0.31  2.90  0.38  0.050
H  2.12  -1.75  0.12  0.131
H  1.87  -1.12  -1.57  0.120
H  -0.43  -2.00  -1.07  0.138
H  0.25  -1.17  1.86  0.138
H  -1.40  -1.61  1.35  0.115
H  -1.92  1.59  -0.82  0.136



The most stable of them is (iii).



(i)
Entry from OMol25: one molecule with the formula C5H9FO2 (ωB97M-V/def2-TZVPD).

- SMILES = C[C@H](F)[C@@]1(O)C[C@H]1O
- HOMO energy (eV) = -9.239
- LUMO level (eV) = 0.72
- Kohn-Sham gap (eV) = 9.955

Each line ends with the Löwdin charge.
Cartesian coordinates (Å):
C  -2.34  -0.12  0.22  -0.009
C  -0.99  -0.37  -0.33  -0.323
F  -0.54  -1.63  0.01  -0.008
C  0.09  0.68  -0.03  -0.417
O  -0.10  1.91  -0.67  0.037
C  0.86  0.54  1.24  -0.010
C  1.53  0.21  -0.05  -0.274
O  1.90  -1.07  -0.41  0.008
H  -2.98  -0.99  0.03  0.094
H  -2.35  0.11  1.28  0.086
H  -2.71  0.74  -0.32  0.085
H  -0.97  -0.41  -1.39  0.144
H  -0.63  2.50  -0.11  0.120
H  1.14  1.42  1.82  0.111
H  0.68  -0.33  1.90  0.132
H  2.23  0.94  -0.45  0.156
H  1.16  -1.67  -0.48  0.069



(ii)
Entry from OMol25: one molecule with the formula C5H9FO2 (ωB97M-V/def2-TZVPD).

- SMILES = O[C@@H]1CC(F)C[C@H]1O
- HOMO energy (eV) = -9.959
- LUMO level (eV) = 0.79
- Kohn-Sham gap (eV) = 10.748

Each line ends with the Löwdin charge.
Cartesian coordinates (Å):
O  -0.74  -1.85  -0.41  -0.035
C  0.40  -1.03  -0.30  -0.342
C  0.69  -0.45  1.06  -0.080
C  -0.18  0.81  1.15  -0.240
F  -1.44  0.33  1.60  -0.064
C  -0.42  1.29  -0.34  -0.059
C  0.23  0.23  -1.24  -0.317
O  1.57  0.61  -1.50  -0.029
H  -1.49  -1.45  0.09  0.102
H  1.19  -1.72  -0.71  0.166
H  1.79  -0.24  1.06  0.139
H  0.50  -1.12  1.91  0.127
H  0.14  1.63  1.82  0.145
H  -1.50  1.40  -0.55  0.132
H  0.14  2.20  -0.44  0.106
H  -0.35  -0.04  -2.14  0.157
H  1.54  1.21  -2.24  0.091



(iii)
Entry from OMol25: one molecule with the formula C5H9FO2 (ωB97M-V/def2-TZVPD).

- SMILES = O[C@H]1CCO[C@@H]1CF
- HOMO energy (eV) = -9.859
- LUMO level (eV) = 0.92
- Kohn-Sham gap (eV) = 10.780

Each line ends with the Löwdin charge.
Cartesian coordinates (Å):
O  0.72  2.12  0.43  -0.017
C  0.10  1.07  -0.29  -0.316
C  1.10  0.08  -0.87  -0.105
C  1.20  -1.01  0.20  -0.168
O  0.29  -0.65  1.24  -0.092
C  -0.70  0.19  0.68  -0.278
C  -1.85  -0.59  0.05  -0.126
F  -1.43  -1.26  -1.09  -0.040
H  1.19  1.72  1.17  0.088
H  -0.54  1.60  -1.06  0.173
H  0.73  -0.31  -1.84  0.122
H  2.05  0.56  -1.05  0.116
H  0.93  -1.98  -0.21  0.112
H  2.20  -1.08  0.64  0.122
H  -1.11  0.78  1.49  0.155
H  -2.65  0.10  -0.24  0.125
H  -2.22  -1.34  0.76  0.131



The most stable of them is (ii).



(i)
Entry from OMol25: a 2-piece molecular cluster, C2H5BrCl2Si overall (ωB97M-V/def2-TZVPD).

- HOMO energy (spin up / spin down) (eV) = -8.150 / -8.150
- LUMO level (spin up / spin down) (eV) = -2.23 / -2.23
- Kohn-Sham gap (spin up / spin down) (eV) = 5.921 / 5.925

Each line ends with the Löwdin charge.
Cartesian coordinates (Å):
C  -0.76  0.72  -0.63  -0.125
C  0.43  0.06  0.22  -0.309
Si  1.99  1.24  0.41  -0.113
Cl  2.83  1.80  -1.24  0.391
Cl  2.12  2.62  1.87  0.364
Br  4.71  -1.17  -0.27  -0.515
H  -1.69  0.37  -0.13  0.085
H  -0.69  1.83  -0.52  0.067
H  -0.70  0.54  -1.66  0.047
H  0.84  -0.78  -0.33  0.056
H  0.04  -0.12  1.21  0.052



(ii)
Entry from OMol25: C2H5BrCl2Si as an isolated structure (ωB97M-V/def2-TZVPD).

- HOMO energy (eV) = -9.488
- LUMO level (eV) = -1.40
- Kohn-Sham gap (eV) = 8.091

Each line ends with the Löwdin charge.
Cartesian coordinates (Å):
C  1.41  -0.39  0.56  -0.139
C  0.28  -0.61  -0.52  -0.361
Si  -1.17  0.67  -0.49  -0.160
Cl  -1.35  2.31  -1.70  0.297
Cl  -2.93  -0.39  -0.63  0.265
Br  -1.66  1.62  2.35  -0.205
H  2.15  -1.15  0.24  0.094
H  1.61  0.66  0.46  0.061
H  1.10  -0.50  1.52  0.018
H  -0.28  -1.64  -0.40  0.100
H  0.84  -0.59  -1.39  0.031



The most stable of them is (ii).